Density functional theory data (ωB97M-V with the def2-TZVPD basis set) for a structure of composition C31H49AlCl2N2O26P at a distorted geometry.

## Properties
largest force on an atom: 1.94 eV/Å
total energy: -4780.859721 a.u.

Geometry as ORCA input:
```
! RIJCOSX wB97M-V def2-TZVPD def2/J DEFGRID3
* xyz -1 1
C 4.6569 1.7263 1.4086
C 3.7623 1.4316 0.1756
Cl 2.2372 2.4073 0.3647
C 3.4929 -0.0639 -0.0885
Al 2.5141 -1.0755 1.3638
Cl 3.2897 -0.7023 3.4456
C 0.4880 -0.8048 1.4246
C -0.1154 -0.2404 0.1565
O 0.1804 -0.7887 -0.9029
N -1.0428 0.8287 0.0953
C -0.8040 1.7458 -1.0483
C -1.1994 1.5683 1.3621
P 2.9217 -3.3659 0.9461
N 2.1939 -3.8237 -0.5858
O 2.0843 -4.3295 2.1318
H 3.9998 1.8492 2.2851
H 5.1988 2.6685 1.2274
H 5.3237 0.8858 1.6560
H 4.2920 1.8289 -0.7101
H 4.4925 -0.5270 -0.2551
H 2.9303 -0.1705 -1.0379
H 0.0546 -1.8202 1.5353
H 0.2424 -0.2688 2.3577
H -0.7563 2.7763 -0.6495
H -1.6903 1.7185 -1.7056
H 0.1416 1.5649 -1.5725
H -1.7750 2.4977 1.2441
H -1.7851 0.9303 2.0542
H -0.2369 1.7498 1.8745
H 1.4281 -3.1935 -0.8442
H 1.7883 -4.7514 -0.4498
H 2.7254 -4.4188 2.8506
C 0.5925 5.9089 -0.6332
C -0.1113 7.2306 -0.7931
O -1.3686 6.8465 -1.3564
C -1.5917 5.5532 -1.0116
O -2.6198 4.9733 -1.1751
O -0.4916 4.9975 -0.4523
H 1.2607 5.8886 0.2248
H 1.1522 5.6205 -1.5259
H -0.2899 7.7284 0.1626
H 0.4186 7.9137 -1.4538
C 4.8454 6.7277 -3.7827
C 4.7868 5.3403 -3.1942
O 4.6949 5.6023 -1.7942
C 4.1799 6.8442 -1.6376
O 3.8208 7.2988 -0.5958
O 4.1238 7.5036 -2.8243
H 4.3767 6.7920 -4.7627
H 5.8659 7.1119 -3.8498
H 3.8988 4.7876 -3.5085
H 5.6706 4.7467 -3.4185
C -4.8515 2.3326 -2.2520
C -4.6778 2.0827 -0.7801
O -5.7435 1.1736 -0.4841
C -6.0702 0.5433 -1.6365
O -6.8091 -0.3932 -1.7065
O -5.4561 1.1138 -2.7001
H -3.9063 2.5105 -2.7596
H -5.5306 3.1625 -2.4595
H -3.7271 1.5971 -0.5464
H -4.7673 2.9901 -0.1871
C -1.5668 -4.3896 1.0105
C -1.4582 -4.7276 2.4630
O -2.5785 -5.6002 2.6709
C -2.8986 -6.1444 1.4687
O -3.6760 -7.0372 1.3189
O -2.2131 -5.5453 0.4612
H -0.5949 -4.2296 0.5468
H -2.1972 -3.5163 0.8273
H -0.5388 -5.2708 2.6941
H -1.5265 -3.8540 3.1113
C -1.3876 -5.3332 7.4751
C -2.8373 -5.5129 7.1005
O -3.0974 -4.3603 6.3032
C -1.9119 -3.9314 5.7975
O -1.8002 -3.0991 4.9564
O -0.8723 -4.5867 6.3757
H -0.8574 -6.2779 7.5815
H -1.2602 -4.7482 8.3893
H -3.0061 -6.4060 6.4946
H -3.4976 -5.5404 7.9656
C 8.4144 -3.2553 1.5926
C 7.1815 -3.6660 2.3575
O 6.1665 -2.8632 1.7687
C 6.5747 -2.5258 0.5232
O 5.8882 -2.0043 -0.2960
O 7.8812 -2.8677 0.3298
H 9.1312 -4.0668 1.4755
H 8.9188 -2.3963 2.0426
H 6.9276 -4.7189 2.2106
H 7.2597 -3.4650 3.4247
C -10.5386 1.5866 -2.3455
C -9.0581 1.6245 -2.0744
O -8.6887 2.9248 -2.5443
C -9.7974 3.7067 -2.5122
O -9.7991 4.8845 -2.6821
O -10.9082 2.9647 -2.2594
H -11.0863 0.9928 -1.6163
H -10.7717 1.2212 -3.3483
H -8.8261 1.5544 -1.0097
H -8.5130 0.8501 -2.6053
C 2.7391 -3.4140 -3.8296
C 1.2906 -3.6035 -4.1924
O 1.0234 -2.4653 -5.0144
C 2.2040 -2.0451 -5.5349
O 2.3079 -1.2240 -6.3933
O 3.2476 -2.6849 -4.9540
H 3.2714 -4.3548 -3.7076
H 2.8705 -2.8150 -2.9285
H 1.1192 -4.5088 -4.7810
H 0.6368 -3.6166 -3.3226
*
```

Atom charges from the Löwdin analysis, given in e for atoms 1 to 5:
1 C -0.17
2 C -0.77
3 Cl 0.62
4 C -0.28
5 Al -0.13